Entry 1:
Formula: C7H13N3O2S
Source: the OMol25 dataset
Level of theory: ωB97M-V with the def2-TZVPD basis set

Summary:
- DFT total energy: -26866.17310 eV
- E_HOMO: -7.88 eV
- SMILES: CC=[S@@](C)(=O)Oc1[nH]nc(N)c1C
- Charge: 0
- Energy above the lowest of the compared OMol25 structures with the same formula, charge and spin: 68.3 kcal/mol
- F_max: 3.447 eV Å⁻¹

Positions of all 26 atoms, in Å:
C 1.87808 -0.44013 -0.48236
C 0.76042 -0.18021 0.29610
C 2.97849 0.11759 0.22484
C 1.84082 -1.08639 -1.86277
C -2.93457 -0.25596 2.41438
C -2.18888 0.64152 -1.74761
C -3.15043 -0.07328 0.90932
N 2.50397 0.71905 1.32632
N 1.18953 0.55114 1.38381
N 4.34346 0.20605 -0.12253
O -1.21624 1.73455 0.46447
O -0.49560 -0.61973 0.10444
S -1.83403 0.49695 0.02501
H 1.54924 -0.33355 -2.62468
H 2.66021 -1.70037 -2.10167
H 1.08032 -1.90273 -1.94459
H -2.23059 -0.99969 2.62161
H -2.73281 0.69154 2.98835
H -3.97565 -0.66697 2.75206
H -2.91533 -0.03591 -2.07814
H -2.45643 1.61240 -2.07977
H -1.34914 0.37863 -2.38556
H -3.51590 -0.97363 0.31182
H 0.78955 0.88227 2.23366
H 4.57420 0.38431 -1.14552
H 4.84731 0.85252 0.51901

Entry 2:
Formula: C7H13N3O4
Source: the OMol25 dataset
Level of theory: ωB97M-V with the def2-TZVPD basis set

Summary:
- DFT total energy: -20129.05126 eV
- E_HOMO: -8.34 eV
- SMILES: NC(=O)CC[C@H](N)C(=O)NCC(=O)O
- Charge: 0
- Energy above the lowest of the compared OMol25 structures with the same formula, charge and spin: 71.2 kcal/mol
- F_max: 4.737 eV Å⁻¹

Positions of all 27 atoms, in Å:
C 0.31596 -0.06796 0.66884
C 1.67542 0.17717 0.18048
C 0.02930 -1.66944 0.56369
C -1.19850 -2.27478 1.24875
C -2.45575 -1.48502 1.04716
C 1.74326 2.81200 -0.59036
C 1.62332 2.53993 -2.11230
H -0.88559 0.36538 -1.03003
H -1.55342 1.02996 0.28933
H 0.17041 0.22344 1.73584
H 0.17615 -1.96947 -0.48477
H 0.85993 -2.03610 1.09502
H -1.22638 -3.37097 1.11421
H -1.15552 -2.22827 2.41407
H -3.26598 -3.20309 0.79234
H -4.42389 -1.82111 0.82009
H 3.10765 1.26570 -0.43636
H 2.43376 3.49644 -0.06211
H 0.63239 3.10338 -0.47105
H 2.25296 1.54690 -3.47051
N -0.62142 0.76949 -0.14637
N -3.57083 -2.23936 1.03548
N 2.09721 1.44710 -0.09373
O 2.45857 -0.72451 0.25365
O -2.47543 -0.23651 1.08864
O 0.70038 2.85237 -2.85744
O 2.55607 1.69732 -2.59255

Entry 3:
Formula: C7H13N3O4S
Source: the OMol25 dataset
Level of theory: ωB97M-V with the def2-TZVPD basis set

Summary:
- DFT total energy: -30961.40338 eV
- E_HOMO: -9.64 eV
- SMILES: NC(=O)C[C@H](NC(=O)[C@@H](N)CS)C(=O)O
- Charge: 0
- Energy above the lowest of the compared OMol25 structures with the same formula, charge and spin: 126.5 kcal/mol
- F_max: 7.866 eV Å⁻¹

Positions of all 28 atoms, in Å:
C 2.07208 -0.80835 -0.97758
C 0.59134 -0.47430 -0.75237
C 2.00094 -2.02650 -1.95576
C -0.91360 0.50915 1.25665
C -2.09926 -0.53549 1.16038
C -1.29486 1.76868 0.45266
C -2.40560 2.52175 1.27967
H 2.55302 -1.69616 0.90419
H 4.04305 -1.24828 -0.40573
H 2.46442 -0.06694 -1.57852
H 1.45999 -2.92136 -1.42743
H 1.42074 -1.85333 -2.95397
H 4.42474 -0.99579 -2.80493
H 1.25062 0.16423 1.14498
H -0.66021 0.75392 2.25857
H -0.27828 2.31956 0.39584
H -1.70033 1.56915 -0.53638
H -4.57894 3.06113 0.68061
H -3.87343 1.70607 0.00725
H -0.68534 -1.84736 1.74803
N 3.03209 -0.88168 0.17841
N 0.32281 -0.14537 0.70509
N -3.64703 2.37446 0.61843
O -0.21516 -0.28413 -1.68090
O -3.19902 -0.06649 0.97311
O -2.10249 3.41754 2.15649
O -1.73966 -1.84685 1.46103
S 3.75737 -2.46726 -2.30781

Entry 4:
Formula: C7H13N3O5
Source: the OMol25 dataset
Level of theory: ωB97M-V with the def2-TZVPD basis set

Summary:
- DFT total energy: -22178.94584 eV
- E_HOMO: -9.59 eV
- SMILES: NC(=O)C[C@H](NC(=O)[C@@H](N)CO)C(=O)O
- Charge: 0
- Energy above the lowest of the compared OMol25 structures with the same formula, charge and spin: 10.6 kcal/mol
- F_max: 1.761 eV Å⁻¹

Positions of all 28 atoms, in Å:
C -2.17875 -0.75670 -0.28919
C -1.23085 0.40145 0.08005
C -3.59509 -0.42522 0.14156
C 1.17868 0.96452 0.22036
C 1.27317 2.52724 0.02381
C 2.48049 0.35558 -0.32861
C 2.56930 -1.14018 0.00713
H -0.67742 -2.22824 -0.02008
H -1.71949 -2.01344 1.27652
H -2.31021 -0.82359 -1.38606
H -4.15281 -1.32834 -0.11699
H -3.57462 -0.34702 1.23837
H -3.75636 1.48412 -0.19273
H 0.28367 -0.55658 -0.85768
H 1.13685 0.82525 1.29751
H 3.33846 0.91071 0.09582
H 2.44274 0.54850 -1.40831
H 3.85106 -2.71904 0.10450
H 4.66388 -1.19211 -0.22432
H -0.57231 2.48746 0.22571
N -1.63062 -1.99599 0.26132
N 0.01726 0.33395 -0.48483
N 3.81386 -1.70651 -0.00840
O -1.53624 1.37727 0.77273
O -4.14194 0.66198 -0.58032
O 2.32498 3.07607 -0.03291
O 1.56908 -1.86886 0.14984
O 0.13327 3.14771 0.03520

Entry 5:
Formula: C7H13N4
Source: the OMol25 dataset
Level of theory: ωB97M-V with the def2-TZVPD basis set

Summary:
- DFT total energy: -13418.69288 eV
- E_HOMO (spin up / spin down): -11.14 / -11.00 eV
- Charge: +1
- Energy above the lowest of the compared OMol25 structures with the same formula, charge and spin: 138.4 kcal/mol
- F_max: 3.306 eV Å⁻¹

Positions of all 24 atoms, in Å:
C -2.22547 -0.95128 1.11596
C -1.88751 1.02613 0.01269
C -0.79759 -1.34453 0.75016
C 2.30261 0.35391 1.09083
C 3.10048 0.13015 -0.16417
C 1.81674 0.80773 -0.16366
C -0.71692 -0.92976 -0.62606
N -2.62274 0.28516 0.86415
N -1.03151 0.35572 -0.89442
N -2.05408 2.41820 -0.11202
N -0.39129 -1.70496 -1.68674
H -2.82764 -1.49155 1.82238
H -0.28947 -0.73786 1.52452
H -0.54213 -2.37395 0.93562
H 1.97700 -0.62679 1.43908
H 2.54867 1.16525 1.88806
H 4.05858 0.53746 -0.67712
H 3.09031 -0.88577 -0.49971
H 1.24321 1.52063 -0.63914
H -1.09371 0.51278 -1.89503
H -2.43481 2.88893 0.71267
H -1.37227 2.91752 -0.80015
H -0.08544 -2.62670 -1.61933
H 0.23499 -1.24641 -2.37855

Entry 6:
Formula: C7H13N4O
Source: the OMol25 dataset
Level of theory: ωB97M-V with the def2-TZVPD basis set

Summary:
- DFT total energy: -15466.71753 eV
- E_HOMO: -13.41 eV
- SMILES: COC1=N[C@@H](C)C[N@H+]2CN=N[C@@H]12
- Charge: +1
- Energy above the lowest of the compared OMol25 structures with the same formula, charge and spin: 90.5 kcal/mol
- F_max: 5.157 eV Å⁻¹

Positions of all 25 atoms, in Å:
C 0.82471 0.88954 -0.49744
C -0.62174 -1.30246 0.48314
C -2.64019 -0.61416 -0.88222
C -0.50014 0.15969 -1.56265
C 0.90845 -1.09373 0.74710
C 1.12251 -1.36060 2.18351
C 1.95746 2.98770 -0.21374
N 1.30761 0.15392 0.32697
N -2.61580 0.78996 -1.25425
N -1.51506 1.14495 -1.60330
N -1.16866 -1.03764 -0.87593
O 1.11693 2.04607 -0.99738
H -0.89554 -2.38074 0.77727
H -1.05968 -0.42192 1.05398
H -3.01299 -0.65518 0.22349
H -3.31097 -1.13646 -1.44112
H 0.04789 0.00899 -2.53733
H 1.35296 -1.91354 0.09190
H 0.87192 -2.39494 2.47481
H 0.57285 -0.59951 2.75272
H 2.12111 -0.93418 2.31067
H 3.01300 2.82814 -0.12978
H 1.53001 2.77918 0.83044
H 1.58822 3.86970 -0.70101
H -0.99486 -1.81279 -1.55985

Entry 7:
Formula: C7H13NO
Source: the OMol25 dataset
Level of theory: ωB97M-V with the def2-TZVPD basis set

Summary:
- DFT total energy: -11006.02445 eV
- E_HOMO: -8.28 eV
- SMILES: C=CC(=O)CC.C=CN
- Charge: 0
- Energy above the lowest of the compared OMol25 structures with the same formula, charge and spin: 39.9 kcal/mol
- F_max: 0.482 eV Å⁻¹

Positions of all 22 atoms, in Å:
C -0.51461 -1.54365 -1.76585
C -0.91689 -2.23262 -0.70709
C 1.02231 0.90819 -0.13149
C 1.67961 2.06606 0.61562
C 0.88840 -0.27319 0.80893
N -1.25797 -0.55756 -2.40196
C -0.30195 -0.34980 1.68503
C -1.29787 0.52711 1.75033
O 1.76452 -1.10602 0.89074
H 0.43769 -1.74506 -2.23851
H -2.05023 -0.22201 -1.87841
H -0.75104 0.15908 -2.89738
H -1.86067 -2.03427 -0.22975
H -0.32286 -3.03351 -0.31105
H 0.05447 1.20971 -0.52674
H 1.66771 0.60129 -0.95637
H -0.30062 -1.22005 2.32897
H 1.86615 2.89405 -0.07300
H 1.03423 2.42036 1.42365
H 2.62847 1.74534 1.03756
H -2.11665 0.38054 2.43969
H -1.35213 1.40603 1.13708

Entry 8:
Formula: C7H13NO2
Source: the OMol25 dataset
Level of theory: ωB97M-V with the def2-TZVPD basis set

Summary:
- DFT total energy: -13050.32837 eV
- E_HOMO: -7.51 eV
- Charge: 0
- Energy above the lowest of the compared OMol25 structures with the same formula, charge and spin: 129.1 kcal/mol
- F_max: 1.627 eV Å⁻¹

Positions of all 23 atoms, in Å:
C 0.94066 1.47880 0.02107
C -0.11531 -0.44539 -1.93364
C 0.51947 -2.08003 1.52400
C -2.44807 1.64862 0.45878
C 0.59644 -0.68539 -0.63154
C -0.05357 -1.10082 0.54654
C -1.19496 0.89484 0.73276
O 1.88949 -1.17920 -0.76794
O 1.78770 1.25280 1.09265
N -1.08951 -0.33683 0.89336
H 2.12052 -1.26143 -1.70068
H 2.25951 0.42405 0.93723
H 1.44314 1.48477 -0.95237
H 0.50434 2.46165 0.14035
H -1.12826 -0.09009 -1.76569
H 0.40773 0.30351 -2.53702
H -0.15820 -1.37665 -2.51168
H 1.12050 -2.83565 1.01874
H 1.16034 -1.57125 2.25398
H -0.28871 -2.55649 2.08114
H -2.51433 2.53748 1.08733
H -2.41331 1.99479 -0.57893
H -3.34563 1.03792 0.59158

Entry 9:
Formula: C7H13NO3S
Source: the OMol25 dataset
Level of theory: ωB97M-V with the def2-TZVPD basis set

Summary:
- DFT total energy: -25937.38497 eV
- E_HOMO: -10.17 eV
- SMILES: [H]/N=C(/C)C[C@H]1CCOS(=O)(=O)C1
- Charge: 0
- Energy above the lowest of the compared OMol25 structures with the same formula, charge and spin: 23.3 kcal/mol
- F_max: 0.245 eV Å⁻¹

Positions of all 25 atoms, in Å:
C 3.06003 0.09984 -0.32433
C 2.16717 -0.12399 0.86488
N 2.43538 0.46239 1.95436
C 0.97138 -1.02387 0.64954
C -0.15809 -0.26937 -0.06171
C -1.19157 -1.17861 -0.72440
C -2.18230 -0.36578 -1.54359
O -2.91863 0.53746 -0.68719
S -2.04998 1.66589 0.01654
O -1.32933 2.38218 -0.99286
O -2.93354 2.32968 0.91235
C -0.88761 0.67001 0.90897
H 3.78361 -0.71610 -0.39647
H 3.59926 1.03868 -0.20926
H 2.49482 0.12058 -1.25945
H 1.74097 0.23734 2.66852
H 0.62834 -1.40275 1.61797
H 1.26149 -1.88504 0.03982
H 0.27973 0.37189 -0.83667
H -0.72449 -1.92958 -1.36667
H -1.75436 -1.71873 0.04723
H -1.67861 0.21590 -2.32059
H -2.93526 -0.99578 -2.01305
H -1.46434 0.10777 1.64772
H -0.21407 1.37000 1.40836

Entry 10:
Formula: C7H13NOS
Source: the OMol25 dataset
Level of theory: ωB97M-V with the def2-TZVPD basis set

Summary:
- DFT total energy: -21842.18304 eV
- E_HOMO: -8.52 eV
- SMILES: C[C@H]1OCC[C@@]12NCCS2
- Charge: 0
- Energy above the lowest of the compared OMol25 structures with the same formula, charge and spin: 5.3 kcal/mol
- F_max: 1.801 eV Å⁻¹

Positions of all 23 atoms, in Å:
O -1.11579 -2.13039 -0.14250
S 0.40913 0.85253 1.66289
N 0.48069 0.76016 -0.93019
C -2.27161 -0.06809 -0.85300
C 0.06335 -2.53897 0.55505
C 1.04049 2.30522 0.78463
C 1.49014 1.73298 -0.54121
C 0.98271 -1.39882 0.22376
C -1.27948 -0.73701 0.11644
C 0.13391 -0.13577 0.16890
H -0.33729 1.20858 -1.28851
H -2.47355 0.96167 -0.51777
H -3.22110 -0.60539 -0.82296
H -1.90133 -0.08219 -1.92140
H -0.10427 -2.54049 1.66492
H 0.46882 -3.53056 0.22775
H 1.86395 2.73630 1.33654
H 0.31009 3.11880 0.65940
H 1.52077 2.49861 -1.28353
H 2.45561 1.22417 -0.44638
H 1.38586 -1.59772 -0.74565
H 1.79716 -1.40102 0.96557
H -1.69824 -0.63261 1.12722